1.
{"formula": "C6H13N2", "method": "ωB97M-V/def2-TZVPD", "total_charge": 1, "gap_ev": 4.78, "total_energy_ev": -9397.3557, "mol_weight_g_mol": 113.18, "e_above_lowest_kj_mol": 917.8, "symbols": ["C", "C", "C", "C", "C", "N", "C", "N", "H", "H", "H", "H", "H", "H", "H", "H", "H", "H", "H", "H", "H"], "xyz": [[-0.99092, 1.32685, 0.59843], [-0.63536, -0.12129, 0.58830], [-0.04877, -0.55042, -0.75238], [0.96619, 0.40835, -1.34151], [1.89723, 0.86825, -0.47041], [2.26552, 0.30435, 0.77158], [2.68981, -0.73371, 0.07139], [-3.00554, -0.85641, 0.51712], [-0.13284, 1.88851, 0.22494], [-1.81387, 1.51070, -0.09742], [-1.30405, 1.69449, 1.57146], [0.02672, -0.54553, 1.35213], [0.38997, -1.55016, -0.73701], [-0.90770, -0.64950, -1.42833], [0.90669, 0.81439, -2.33900], [2.39553, 1.83699, -0.58486], [3.77162, -0.76756, -0.10098], [2.17262, -1.70442, 0.09939], [-3.25439, -1.70249, -0.00490], [-3.60466, -0.85128, 1.34666], [-1.78379, -0.62012, 0.71539]], "atomic_forces_ev_per_a": [[-1.15, -0.34, 0.52], [5.03, 1.72, -1.25], [-1.48, -1.05, -0.90], [0.16, 0.04, 1.03], [1.41, 1.59, -0.16], [-2.17, -0.67, 0.27], [0.87, -0.12, 2.02], [0.52, 1.31, -0.89], [0.04, -0.06, 0.07], [0.06, 0.01, -0.09], [0.17, 0.00, 0.08], [-1.00, -0.12, 0.82], [-0.32, -0.06, 0.32], [0.21, 0.18, -0.29], [-0.36, 0.12, -0.04], [0.25, -0.37, -1.00], [-0.14, 0.00, -1.13], [-0.01, -0.02, -0.48], [1.12, -0.19, 0.24], [1.03, -0.02, 0.56], [-4.26, -1.95, 0.31]], "mulliken_charge": [-1.113, 0.222, -0.885, -0.467, -0.350, -0.381, -0.076, -0.601, 0.362, 0.405, 0.362, 0.525, 0.437, 0.469, 0.417, 0.564, 0.293, 0.228, 0.261, 0.260, 0.067]}

---

2.
{"formula": "C32H34Cl2FN6O5Pd", "method": "ωB97M-V/def2-TZVPD", "total_charge": 3, "s2": 6.066, "gap_ev": [7.09, 4.19], "total_energy_ev": -84130.3900, "multiplicity": 5, "mol_weight_g_mol": 778.99, "e_above_lowest_kj_mol": 0.0, "symbols": ["Pd", "F", "C", "C", "C", "C", "O", "C", "C", "N", "C", "C", "C", "C", "C", "C", "N", "C", "C", "N", "C", "C", "C", "O", "O", "H", "H", "H", "H", "H", "H", "H", "H", "H", "H", "H", "H", "H", "H", "H", "H", "H", "H", "Cl", "C", "C", "C", "Cl", "C", "C", "C", "C", "N", "C", "C", "O", "H", "H", "H", "H", "C", "N", "C", "C", "C", "N", "C", "C", "O", "H", "H", "H", "H", "H", "H", "H", "H", "H", "H", "H", "H"], "xyz": [[0.23010, 0.23359, 0.13318], [-5.31788, 4.67878, -0.58447], [-5.36880, 3.35458, -0.76448], [-4.21584, 2.65189, -0.53655], [-4.16758, 1.27563, -0.75590], [-2.90325, 0.56189, -0.53939], [-1.88088, 1.15791, -0.20224], [-2.94634, -0.87535, -0.78595], [-4.15130, -1.45111, -1.18136], [-5.27932, -0.78855, -1.40508], [-6.36900, -1.64039, -1.88504], [-7.40277, -1.24294, -2.90707], [-7.82069, -1.51536, -1.49652], [-5.32989, 0.61777, -1.18554], [-6.49895, 1.35476, -1.37558], [-6.55639, 2.74047, -1.18752], [-7.74140, 3.44543, -1.39895], [-7.94272, 4.80478, -0.88441], [-9.40936, 5.20628, -1.07689], [-10.28235, 4.00023, -0.86249], [-10.07208, 2.96155, -1.94943], [-8.64464, 3.10466, -2.48598], [-1.79111, -1.84938, -0.62146], [-2.16624, -2.96476, -0.28925], [-0.62302, -1.42818, -0.85022], [-3.33321, 3.19147, -0.22069], [-4.16688, -2.52237, -1.32463], [-6.01055, -2.65229, -1.97277], [-7.60606, -1.99300, -3.65820], [-7.38776, -0.23318, -3.28872], [-8.31077, -2.45305, -1.27613], [-8.11141, -0.70492, -0.84552], [-7.40016, 0.84952, -1.66543], [-7.33227, 5.56293, -1.37648], [-7.70266, 4.82876, 0.17813], [-9.62237, 5.56843, -2.07947], [-9.69157, 5.98040, -0.36787], [-11.26586, 4.27249, -0.82458], [-10.05474, 3.59141, 0.04468], [-10.81371, 3.13145, -2.72663], [-10.25063, 1.99027, -1.49456], [-8.61833, 3.86569, -3.27110], [-8.35933, 2.17783, -2.97294], [-0.56827, -1.50576, 4.84452], [0.77288, -1.83999, 3.86084], [1.78736, -2.65922, 4.31120], [2.88510, -2.93375, 3.51051], [4.09987, -3.95004, 4.10741], [3.01245, -2.37150, 2.18980], [4.09848, -2.60979, 1.33212], [4.11634, -2.02260, 0.09189], [3.05671, -1.19485, -0.28223], [2.03254, -0.96027, 0.51837], [1.99280, -1.53799, 1.73127], [0.81892, -1.25057, 2.55018], [-0.10899, -0.52038, 2.12557], [1.72336, -3.09500, 5.29939], [4.90909, -3.25046, 1.65210], [4.93360, -2.19038, -0.59488], [3.04330, -0.71414, -1.25171], [2.15360, 3.47134, -1.29215], [1.86680, 3.99290, 0.03495], [2.12604, 5.42173, 0.22664], [2.46753, 5.70510, 1.67163], [1.38144, 5.13183, 2.55314], [1.15949, 3.72146, 2.23436], [0.58226, 2.91206, 3.29742], [1.42185, 3.19181, 1.02287], [1.27695, 1.95138, 0.83350], [3.22012, 3.54737, -1.50935], [1.60836, 4.04677, -2.04135], [1.85711, 2.43180, -1.35765], [1.25411, 6.00245, -0.08993], [2.95464, 5.69590, -0.42559], [2.55191, 6.77855, 1.83223], [3.42816, 5.25146, 1.92251], [0.44791, 5.69121, 2.43207], [1.66336, 5.19244, 3.60397], [1.26917, 2.85542, 4.14352], [0.37552, 1.91070, 2.93868], [-0.34707, 3.36899, 3.64272]], "atomic_forces_ev_per_a": [[-0.01, 0.08, 0.14], [-0.10, 0.04, -0.04], [0.21, 0.02, 0.15], [-0.07, -0.19, -0.08], [0.08, 0.06, 0.08], [-0.01, -0.21, -0.09], [0.17, 0.13, 0.11], [0.00, -0.17, 0.06], [-0.19, 0.12, -0.05], [0.18, -0.17, 0.05], [-0.39, 0.13, -0.11], [0.23, -0.03, -0.10], [0.16, -0.04, 0.19], [-0.10, 0.07, -0.04], [0.01, -0.03, -0.05], [-0.08, -0.03, -0.07], [0.08, -0.08, 0.04], [-0.22, 0.06, 0.01], [0.08, -0.06, 0.00], [0.06, 0.04, -0.05], [0.12, 0.05, 0.04], [-0.18, -0.04, -0.07], [0.06, 0.83, -0.26], [-0.06, -0.18, 0.18], [-0.05, -0.36, 0.01], [0.04, -0.07, 0.00], [0.01, 0.01, -0.01], [0.06, 0.00, 0.01], [-0.04, 0.03, -0.01], [-0.03, -0.02, -0.01], [-0.04, 0.02, 0.00], [-0.04, -0.03, -0.01], [-0.04, 0.09, 0.01], [0.02, -0.03, -0.07], [0.06, -0.04, 0.01], [0.00, 0.00, -0.02], [-0.03, -0.02, 0.03], [-0.01, 0.01, 0.02], [-0.03, -0.02, 0.02], [-0.01, 0.03, 0.00], [-0.01, -0.02, 0.01], [0.08, 0.05, 0.03], [0.04, -0.06, 0.04], [-0.01, 0.01, -0.01], [-0.02, 0.04, -0.07], [0.04, -0.05, 0.04], [-0.01, 0.02, -0.02], [0.03, -0.02, 0.01], [0.05, -0.06, 0.05], [0.05, -0.04, 0.03], [0.03, -0.01, -0.01], [-0.02, 0.02, 0.03], [-0.08, 0.10, -0.14], [-0.01, 0.01, 0.02], [0.00, -0.04, 0.09], [-0.08, 0.04, -0.08], [0.01, 0.00, -0.02], [-0.01, 0.00, -0.01], [-0.01, 0.01, 0.01], [-0.01, 0.00, 0.00], [0.01, 0.05, 0.07], [0.04, 0.01, -0.07], [-0.01, -0.03, -0.02], [0.01, 0.00, 0.01], [-0.02, -0.03, -0.01], [-0.04, 0.00, 0.02], [0.04, 0.05, -0.02], [-0.09, 0.08, 0.07], [0.11, -0.08, -0.08], [0.01, 0.00, 0.01], [-0.01, 0.01, 0.00], [-0.01, -0.04, 0.00], [-0.01, -0.01, -0.01], [0.00, -0.01, -0.01], [0.01, 0.00, 0.00], [0.00, 0.00, 0.00], [-0.01, -0.01, 0.00], [0.00, -0.01, 0.01], [0.01, 0.00, 0.00], [-0.01, 0.00, -0.02], [-0.01, 0.00, 0.00]], "lowdin_spin": [1.549, 0.007, 0.017, 0.004, 0.014, 0.053, 0.207, 0.277, 0.017, 0.151, 0.016, 0.016, 0.017, -0.012, 0.036, -0.007, -0.006, 0.000, 0.000, 0.000, 0.000, -0.001, 0.027, 0.245, 0.060, 0.000, -0.003, 0.000, 0.001, 0.001, 0.001, 0.000, 0.001, 0.000, 0.000, 0.000, 0.000, 0.000, 0.000, 0.000, 0.000, 0.000, 0.000, 0.063, 0.171, -0.011, 0.217, 0.104, 0.022, 0.016, 0.010, 0.017, 0.115, 0.056, 0.127, 0.342, -0.003, 0.001, 0.001, 0.002, 0.001, 0.002, 0.001, 0.000, 0.000, 0.002, 0.001, 0.008, 0.043, 0.000, 0.000, 0.002, 0.000, 0.000, 0.000, 0.000, 0.000, 0.000, 0.000, 0.000, 0.000]}

---

3.
{"formula": "C5H6N2", "method": "ωB97M-V/def2-TZVPD", "smiles": "[H]/N=C(C#N)/C=C\\C", "gap_ev": [7.89, 7.89], "total_energy_ev": -8258.5586, "mol_weight_g_mol": 94.12, "e_above_lowest_kj_mol": 366.6, "symbols": ["H", "N", "C", "C", "N", "C", "C", "C", "H", "H", "H", "H", "H"], "xyz": [[-1.58141, -2.39365, 1.15812], [-1.11212, -1.66439, 1.69994], [-0.29328, -0.98052, 1.00434], [0.11925, -1.36850, -0.46580], [0.25913, -2.09753, -1.36972], [0.37130, 0.26508, 1.18955], [0.79625, 0.71383, -0.06821], [-0.12210, 1.32087, -1.10611], [0.80418, 0.55408, 2.13828], [1.78568, 1.17885, -0.09386], [0.28834, 1.16544, -2.10554], [-1.13062, 0.90713, -1.05498], [-0.18459, 2.39930, -0.92601]], "atomic_forces_ev_per_a": [[0.51, -0.04, 0.15], [0.65, 0.63, -0.19], [-2.22, -1.07, -2.14], [-1.54, -2.72, 0.62], [0.12, 1.46, 0.89], [1.72, 0.12, -1.33], [0.46, 2.92, 2.55], [0.11, -1.48, -0.68], [0.32, -0.14, -0.11], [-0.19, 0.41, 0.15], [-0.17, 0.09, -0.07], [0.05, 0.04, -0.06], [0.19, -0.19, 0.21]], "mulliken_charge": [0.270, -0.678, 0.612, 0.232, -0.489, -0.522, -0.120, -1.040, 0.376, 0.346, 0.329, 0.347, 0.337]}

---

4.
{"formula": "C7H20O4", "method": "ωB97M-V/def2-TZVPD", "smiles": "C=C(C)CCCCO.O.O.O", "gap_ev": 9.48, "total_energy_ev": -15772.1526, "mol_weight_g_mol": 168.23, "e_above_lowest_kj_mol": 100.4, "symbols": ["C", "C", "C", "C", "C", "C", "C", "O", "H", "H", "H", "H", "H", "H", "H", "H", "H", "H", "H", "H", "H", "H", "O", "H", "H", "O", "H", "H", "O", "H", "H"], "xyz": [[2.58420, 0.08750, -0.14475], [1.70856, 0.93889, 0.40364], [2.26379, 1.91908, 1.41081], [0.23456, 0.75151, 0.11430], [-0.64465, 0.63031, 1.38657], [-0.41697, -0.71260, 2.11866], [-0.92085, -1.92997, 1.29570], [-2.33853, -1.98751, 1.21081], [2.29810, -0.77705, -0.71346], [3.65218, 0.25322, -0.03668], [2.91886, 2.66547, 0.94558], [1.43040, 2.31987, 1.97761], [2.95783, 1.47511, 2.11824], [0.04057, -0.17547, -0.41527], [-0.03245, 1.55202, -0.58432], [-1.70114, 0.83858, 1.20599], [-0.34571, 1.39346, 2.10366], [-1.04307, -0.57943, 3.00915], [0.63789, -0.90239, 2.29279], [-0.37443, -2.80858, 1.66282], [-0.68887, -1.78826, 0.23971], [-2.67373, -2.02140, 2.10846], [2.13119, 0.29205, -3.11106], [2.11639, -0.43563, -3.75005], [1.28084, 0.37623, -2.65188], [-3.62168, -0.44691, -1.70849], [-3.24307, -0.79296, -0.87611], [-3.62487, 0.47507, -1.41499], [-1.32996, -0.49491, -3.45943], [-2.07696, -0.44186, -2.84266], [-1.17843, 0.32657, -3.89536]], "atomic_forces_ev_per_a": [[-0.11, 0.44, 0.30], [1.20, -1.90, -0.04], [-0.18, 0.35, -0.32], [-0.31, 0.36, 0.73], [1.00, 0.44, -0.03], [-1.39, 0.08, -1.47], [0.41, 1.28, -0.27], [0.02, -0.34, 0.45], [-0.17, -0.02, -0.39], [-0.04, -0.15, 0.17], [-0.70, 0.37, -0.09], [0.25, 0.71, 0.10], [-0.23, -0.59, 0.14], [0.52, -0.05, -0.50], [-0.52, 0.15, 0.34], [-0.02, -0.37, -0.20], [-0.04, 0.26, 0.00], [0.57, -0.66, 0.38], [0.11, 0.34, 0.49], [-0.76, -0.32, -0.06], [0.64, -0.22, 0.13], [-0.31, -0.06, 0.16], [0.22, 0.21, -0.14], [-0.55, 0.28, 0.43], [0.25, -0.53, -0.51], [0.66, 0.45, 1.28], [-0.20, -0.78, -0.40], [-0.40, 0.28, -0.64], [0.41, -1.24, 0.50], [-0.12, 0.31, -0.29], [-0.21, 0.94, -0.27]], "mulliken_charge": [-1.176, 1.118, -1.483, -0.355, -0.748, -0.599, -0.541, -0.495, 0.268, 0.307, 0.391, 0.309, 0.364, 0.033, 0.355, 0.350, 0.332, 0.373, 0.384, 0.288, 0.240, 0.323, -0.644, 0.319, 0.313, -0.752, 0.355, 0.338, -0.636, 0.373, 0.297]}